(1)
Here is a cluster of 2 separate species, C7H15PSi in total from OMol25. Energies are from the ωB97M-V functional and the def2-TZVPD basis.

Values from the calculation:
Frontier orbital gap (spin up / spin down): 7.47 / 6.72 eV
Highest occupied orbital energy (spin up / spin down): -8.175 / -6.887 eV
Relative energy (zero: lowest compared OMol25 entry of this formula, charge and spin): 66.9 kcal per mole
E_tot: -24664.0096 eV

```
24
C7H15PSi, DFT the ωB97M-V functional and the def2-TZVPD basis
C 1.02 -1.00 0.39
C 0.89 -0.28 2.73
C 0.15 1.24 0.88
C 2.60 0.71 1.19
C -3.73 0.01 -2.68
C -0.78 -0.82 -2.25
C 1.17 0.17 1.29
Si -0.01 -1.91 -0.85
P 2.05 -2.32 0.05
H -0.12 -0.68 2.81
H 1.59 -1.07 3.02
H 1.00 0.55 3.41
H -0.86 0.84 0.93
H 0.34 1.58 -0.14
H 0.22 2.10 1.54
H 2.74 1.55 1.87
H 2.81 1.04 0.18
H 3.31 -0.07 1.45
H -4.07 0.28 -1.71
H -3.47 0.79 -3.36
H -4.09 -0.92 -3.09
H -0.65 -1.33 -3.20
H -1.86 -0.59 -2.15
H -0.24 0.13 -2.31
```



(2)
Here is a structure of composition C3H3FHgO from OMol25. Energies are from the ωB97M-V functional and the def2-TZVPD basis.

Values from the calculation:
Frontier orbital gap: 9.25 eV
Highest occupied orbital energy: -8.992 eV
Relative energy (zero: lowest compared OMol25 entry of this formula, charge and spin): 0.0 kcal per mole
E_tot: -12096.0061 eV

```
9
C3H3FHgO, DFT the ωB97M-V functional and the def2-TZVPD basis
F -0.32 4.18 0.16
O -1.17 -0.43 -0.25
C 0.84 -0.48 0.12
C -0.25 -1.51 0.05
C -0.07 0.47 -0.21
H -0.21 -2.24 -0.77
H -0.53 -2.02 0.98
Hg -0.20 2.49 -0.36
H 1.92 -0.48 0.28
```



(3)
Here is a structure of composition C4H14N2Se from OMol25. Energies are from the ωB97M-V functional and the def2-TZVPD basis.

Values from the calculation:
Frontier orbital gap (spin up / spin down): 8.77 / 8.77 eV
Highest occupied orbital energy (spin up / spin down): -17.799 / -17.799 eV
Net charge: +2
Relative energy (zero: lowest compared OMol25 entry of this formula, charge and spin): 61.5 kcal per mole
E_tot: -72681.2256 eV

```
21
C4H14N2Se, DFT the ωB97M-V functional and the def2-TZVPD basis
C 1.80 0.81 -0.09
C -0.53 0.97 0.64
C -2.53 -1.32 1.22
C 0.87 1.17 1.06
N -2.40 0.83 -1.16
N 0.97 2.60 1.47
Se -1.16 -0.83 0.27
H 1.54 -0.14 -0.44
H 1.74 1.57 -1.07
H 2.86 0.76 0.27
H -1.22 1.33 1.35
H -0.51 1.51 -0.29
H -2.79 -2.33 1.32
H -3.20 -0.70 1.94
H 1.21 0.54 1.93
H -2.03 1.67 -1.75
H -3.42 0.84 -1.01
H -2.20 0.18 -1.90
H 0.25 3.25 1.71
H 1.41 2.90 0.63
H 1.70 2.74 2.19
```



(4)
Here is a cluster of 2 separate species, C14H14NO7S in total from OMol25. Energies are from the ωB97M-V functional and the def2-TZVPD basis.

Values from the calculation:
Frontier orbital gap: 6.08 eV
Highest occupied orbital energy: -3.644 eV
Net charge: -1
Relative energy (zero: lowest compared OMol25 entry of this formula, charge and spin): 24.4 kcal per mole
E_tot: -41403.8799 eV

```
37
C14H14NO7S, DFT the ωB97M-V functional and the def2-TZVPD basis
C -5.58 0.73 -2.40
C -4.11 0.74 -2.64
C -3.42 -0.46 -2.77
C -2.07 -0.46 -3.05
C -1.40 0.74 -3.20
S 0.37 0.74 -3.61
N 0.86 0.75 -2.06
C 2.11 0.65 -1.85
O 3.23 0.55 -1.61
O 0.58 -0.55 -4.33
O 0.58 2.03 -4.33
C -2.07 1.93 -3.05
C -3.42 1.93 -2.77
H -5.99 1.74 -2.34
H -6.10 0.22 -3.21
H -5.84 0.21 -1.47
H -3.95 -1.39 -2.66
H -1.52 -1.38 -3.16
H -1.52 2.85 -3.17
H -3.94 2.87 -2.67
C 1.13 -1.15 4.85
C 2.25 -0.97 3.83
C 3.61 -1.27 4.45
O 2.01 -1.93 2.77
C 2.57 -1.64 1.55
O 2.69 -2.49 0.67
C 3.00 -0.32 1.29
C 2.79 0.72 2.22
O 3.12 1.87 1.92
O 2.23 0.43 3.44
H 0.18 -0.93 4.38
H 1.11 -2.17 5.22
H 1.27 -0.47 5.69
H 4.39 -1.14 3.70
H 3.81 -0.60 5.28
H 3.65 -2.30 4.80
H 3.39 -0.08 0.31
```



Q: Which of these has the lowest relative energy (zero: lowest compared OMol25 entry of this formula, charge and spin)?
A: C3H3FHgO



Q: What is the formula in the second record?
A: C3H3FHgO